(1)
84
Properties=species:S:1:pos:R:3:forces:R:3 method="wB97M-V/def2-TZVPD" homo_lumo_gap_ev=9.0 e_lumo_ha=-0.0050 energy_ha=-2894.25135
C -2.50960 3.79577 -1.36503 -0.4326 -0.0667 -0.4088
C -2.84688 3.34558 -2.78186 0.6058 1.2699 -0.7472
O -2.33298 3.85805 -3.75177 -0.5798 -0.8092 0.8302
O -3.79491 2.35477 -2.90118 0.6706 0.2780 0.2982
C -3.21918 1.03949 -2.99513 -0.4115 -0.7506 0.4200
C -3.59444 0.19893 -1.76249 0.2722 0.6520 -0.4088
C -5.09102 -0.15940 -1.70251 0.1099 -0.2215 -0.5442
C -5.37462 -1.64086 -1.33916 0.6621 0.3215 0.5850
C -4.43188 -2.13680 -0.24302 -1.4978 0.5968 -1.2872
C -3.46019 -3.05530 -0.56608 0.3188 -0.1341 0.3063
C -2.58533 -3.46696 0.42653 0.2834 -0.5613 -0.8569
C -2.71777 -2.94132 1.67815 0.8881 -0.1898 1.5008
C -3.69881 -2.01656 1.99936 -0.0969 0.2919 0.7117
C -4.57577 -1.60726 1.02513 -0.0512 0.0411 0.2946
C -3.73040 -1.46955 3.41260 -0.2763 0.3933 0.1439
O -4.76543 -1.25162 4.01352 0.6551 0.0677 -0.5288
C -2.35859 -1.19278 3.98012 -1.1956 -0.4757 -0.5718
C -2.06394 -0.09875 4.75201 -0.3697 0.5319 0.3137
C -0.76168 0.06290 5.16953 -0.0901 0.4347 0.1768
C 0.22268 -0.84393 4.82174 1.4538 0.0120 0.7326
Si 1.99209 -0.45580 5.41786 0.6102 0.0580 -0.7426
C 2.33349 1.30209 4.78495 -0.9775 -0.5173 0.1283
C 2.19224 -0.58411 7.29138 -0.3033 0.4269 -0.1333
C 3.19245 -1.57355 4.46124 -0.5250 0.4704 -0.2958
C -0.08423 -1.96815 4.07239 0.1718 0.2520 0.3297
C -1.38460 -2.11557 3.66224 -0.0908 -1.3516 -0.9432
C -1.77469 -3.30098 2.80315 -0.1015 -0.1166 0.1489
O -1.39080 -4.43129 3.02605 0.0866 0.6330 -0.3848
H -3.42718 3.83600 -0.77194 0.2688 -0.3558 0.1350
H -1.76791 3.09395 -0.96748 -0.3193 0.0019 0.2346
H -2.06848 4.79304 -1.36094 0.0434 -0.1705 -0.2793
H -3.63859 0.58337 -3.89952 0.2584 0.0577 0.0455
H -2.12388 1.06494 -3.05796 -0.1895 0.3027 -0.2345
H -2.92649 -0.67131 -1.78094 -0.3167 -0.0548 0.0490
H -3.29023 0.80032 -0.89538 -0.0769 -0.3016 0.0307
H -5.51000 -0.00472 -2.70757 -0.0404 0.1027 0.2266
H -5.61775 0.54141 -1.04802 0.0622 -0.2372 0.0397
H -6.40750 -1.73145 -0.98699 0.0853 -0.1428 -0.2868
H -5.20211 -2.27106 -2.21792 -0.3025 0.1243 0.0507
H -3.37743 -3.41885 -1.58534 0.0028 -0.0306 0.1201
H -1.78734 -4.16911 0.20330 -0.1093 0.0091 0.1617
H -5.33718 -0.86249 1.23949 0.0116 -0.1538 0.0074
H -2.82924 0.63068 4.99883 0.0075 -0.1571 0.0008
H -0.49916 0.93356 5.76589 -0.0567 -0.0570 -0.0587
H 2.05969 1.28031 3.71672 0.2229 0.0902 0.7712
H 3.38170 1.58339 4.90114 -0.1744 0.1477 -0.0212
H 1.64331 2.01320 5.26085 0.3999 0.0407 0.0959
H 2.67950 -1.49828 7.63845 -0.0990 0.0912 -0.0819
H 2.77731 0.28886 7.61055 0.0370 -0.2650 0.0315
H 1.21198 -0.48482 7.77395 0.1600 -0.1381 0.0176
H 3.22089 -1.14264 3.45041 0.0220 -0.0754 0.1412
H 4.21765 -1.51078 4.83749 -0.1773 -0.2913 0.1017
H 2.82946 -2.59923 4.34234 0.3657 -0.0058 0.3122
H 0.67704 -2.69320 3.80827 -0.1574 -0.0221 -0.0200
O 3.61315 1.02442 2.22892 0.1205 -0.1164 -0.0344
S 2.65790 1.28437 1.18362 0.1115 0.1284 -0.9228
O 1.23521 1.16293 1.39435 0.0424 -0.1036 0.3714
C 3.01412 2.89128 0.48500 0.1857 0.2828 -0.1707
C 4.03157 2.60653 -0.61476 0.0687 -0.1547 0.0213
C 3.52865 1.35067 -1.33562 0.0263 0.1087 0.4145
C 3.13753 0.33017 -0.25869 0.1100 -0.0818 -0.4044
H 3.39039 3.55407 1.26160 -0.1021 -0.1010 0.1217
H 2.08559 3.28521 0.07174 -0.0275 -0.0447 0.0414
H 4.12968 3.45146 -1.29557 -0.0114 -0.0085 0.0088
H 5.01263 2.41217 -0.17353 -0.0184 0.0621 0.0362
H 2.66053 1.60200 -1.93468 -0.0153 0.0252 0.0293
H 4.27991 0.94273 -2.00549 -0.0383 -0.0376 0.0011
H 2.29972 -0.28837 -0.57211 -0.0109 -0.0366 0.1391
H 3.97893 -0.30111 0.02238 -0.0482 0.0304 0.1469
O 3.21115 -0.92414 -3.70004 -0.0164 0.1724 0.2259
S 2.90173 0.16636 -4.59134 -0.0576 0.0072 -0.6597
O 2.79725 1.52570 -4.12865 -0.0105 0.0147 0.0452
C 4.03262 0.11423 -5.97551 0.1530 -0.1767 -0.3155
C 3.34289 -0.79055 -6.99188 -0.1022 -0.0537 0.0480
C 1.86744 -0.37135 -6.98955 0.0669 0.0361 -0.0550
C 1.42624 -0.25048 -5.52585 -0.2772 -0.1193 -0.3053
H 4.99833 -0.26262 -5.64569 -0.0399 0.0521 0.1475
H 4.13563 1.12974 -6.35748 -0.0263 0.0211 0.0853
H 3.78952 -0.69305 -7.98037 0.0106 -0.0038 0.0183
H 3.43145 -1.83465 -6.68289 0.0429 0.0167 0.0012
H 1.76400 0.59580 -7.48594 0.0062 -0.0053 0.0228
H 1.24429 -1.08345 -7.52886 -0.0086 0.0148 0.0200
H 0.68431 0.53287 -5.38861 0.0601 0.0116 0.1712
H 1.04430 -1.19509 -5.14187 0.0888 0.0133 0.0925

***

(2)
90
Properties=species:S:1:pos:R:3:forces:R:3 method="wB97M-V/def2-TZVPD" homo_lumo_gap_ev=8.9 e_lumo_ha=0.0024 energy_ha=-2278.70826
N -0.40465 -0.06155 -0.16920 1.0983 -0.6837 0.1075
H -0.02275 0.76128 -0.61326 0.2579 0.9409 -0.2736
H -1.15582 0.27348 0.41698 -1.0404 0.1808 0.3799
H 0.32726 -0.44279 0.41309 0.1128 -0.3925 0.2117
H -0.68888 -0.70524 -0.89376 -0.4254 -0.7327 -0.1326
O 7.14425 1.95294 4.78251 -2.8402 0.0257 -1.8070
C 6.23382 1.97717 3.93864 5.2157 0.2502 1.5417
O 4.97870 1.77192 4.09513 -1.9147 -0.6147 1.2241
B 4.26245 1.79925 2.84352 0.7022 0.2239 -0.7598
O 5.34260 2.14876 1.87648 -1.2475 -0.2197 -1.6012
C 6.50277 2.24347 2.43901 4.4834 1.0582 -0.6941
O 7.62415 2.51813 1.91590 -4.5296 -1.1136 1.7613
O 3.57276 0.53077 2.49003 -1.3851 -0.1593 -0.1230
C 2.24555 0.74636 2.32372 1.0885 -1.2504 -0.2143
O 1.39675 -0.08034 2.03217 1.4391 1.0790 0.5327
C 2.04154 2.23521 2.54370 -3.3621 2.1126 0.1230
O 3.20104 2.81293 2.81209 -1.2578 -0.1875 -0.1490
O 0.90419 2.76413 2.48322 3.6348 -1.3117 0.1640
C 3.89574 -1.42766 -0.61060 1.1498 0.3571 -0.2898
C 4.48038 -0.22207 -1.37201 0.3238 -0.1154 0.4912
C 3.28445 0.64735 -1.62206 -0.5826 -0.1278 0.2384
O 2.19349 -0.26000 -1.59687 -1.8694 -0.8310 -1.2181
C 2.57059 -1.61071 -1.33261 1.3256 0.8555 1.8301
H 3.82836 -1.17485 0.44753 -0.3623 -0.1861 0.0083
H 4.53412 -2.30131 -0.74215 0.0582 -0.0277 0.2369
H 4.83034 -0.59855 -2.33320 0.3903 0.2460 -0.0395
H 5.24117 0.33933 -0.82968 0.2613 -0.3117 -0.1375
H 3.35674 1.17850 -2.57114 -0.1781 -0.0552 -0.1933
H 2.98442 1.36817 -0.86146 0.7937 0.3008 0.2455
H 2.77898 -2.25175 -2.18920 -0.6895 0.1491 -0.4037
H 1.90099 -2.03027 -0.58181 -0.6238 -0.2332 -0.6480
C -1.84193 -3.84328 2.86287 -1.7285 0.4193 0.6232
C -0.45830 -3.82909 3.49097 0.5607 -0.3341 -1.0664
C 0.39500 -3.41322 2.29974 0.3344 0.9139 0.1393
O -0.43004 -2.64009 1.43328 -1.1855 -0.3227 -0.3240
C -1.78963 -3.20461 1.47013 1.9989 0.2719 0.7201
H -2.44713 -3.20292 3.50457 -0.3945 -0.0988 -0.0754
H -2.35958 -4.80150 2.81881 0.3006 -0.1533 0.1422
H -0.12790 -4.81155 3.82817 -0.1256 0.1415 0.3316
H -0.36400 -3.07395 4.27134 -0.1420 -0.2651 0.1019
H 0.81554 -4.27205 1.77665 0.0779 -0.0873 -0.1165
H 1.16553 -2.70983 2.61539 0.3662 -0.3074 -0.1980
H -1.90685 -3.94572 0.67949 -0.0280 0.0438 -0.1351
H -2.48117 -2.36997 1.35502 -0.0198 -0.0983 -0.1647
C -4.76481 1.62311 -1.91440 -1.1788 1.2940 -0.4965
C -5.14386 0.18710 -1.69713 -1.7748 -0.0847 -0.5942
C -3.86642 -0.57170 -1.61246 0.3288 0.4201 -0.3268
O -2.83729 0.40381 -1.51534 0.7355 0.4668 0.8093
C -3.27517 1.62625 -2.11189 -0.0754 -0.3724 -0.2132
H -5.13591 2.29906 -1.14403 0.3471 -0.1336 0.3406
H -5.31150 1.93791 -2.80329 0.3073 0.4013 -0.1504
H -5.68330 -0.11920 -2.59338 -0.1822 -0.3058 0.1158
H -5.84686 0.06278 -0.87345 0.3025 -0.1203 0.1962
H -3.68274 -1.07267 -2.56293 -0.1065 -0.7173 0.2118
H -3.93784 -1.22334 -0.74163 0.8837 -0.1953 -0.1134
H -3.03209 1.62906 -3.17443 0.0911 -0.1522 -0.2687
H -2.78481 2.50741 -1.69812 0.2490 -0.3277 0.3945
N -2.20323 0.97174 1.59083 -0.4520 0.8363 1.9953
C -1.84838 0.38805 2.77170 -1.7206 1.2377 -0.1742
C -2.34372 0.82994 4.04102 1.2122 0.4361 -1.8581
C -3.12458 1.99477 4.04875 -0.0095 -1.0321 -0.0391
C -3.50275 2.56509 2.84938 0.4333 0.3461 -0.9956
C -2.99171 2.08447 1.64196 0.4496 -1.9067 0.5864
H -1.22281 -0.48135 2.63316 0.2511 -0.1127 0.3675
H -1.89906 0.35357 4.90227 -0.4495 0.0461 0.3020
H -3.53492 2.45921 4.93324 0.2497 -0.2611 0.3506
H -4.14106 3.43613 2.86468 -0.0396 0.0639 -0.1232
H -3.24056 2.44956 0.65647 -0.1512 0.4515 0.0991
N 0.24727 2.30843 -1.24124 0.6521 1.7136 -1.2242
C 0.41840 2.21209 -2.57697 0.4726 1.2160 0.2733
C 0.87798 3.28544 -3.38499 -0.3575 -1.1515 1.2772
C 1.15492 4.48298 -2.74244 0.3401 0.1997 -0.6434
C 1.01914 4.59968 -1.37725 0.1838 -0.6558 0.5159
C 0.57244 3.49912 -0.66733 -1.1357 -0.8073 -0.3957
H 0.20245 1.25004 -3.01770 -0.0289 -0.1419 -0.0220
H 1.08678 3.09272 -4.42694 -0.2041 0.2716 -0.1045
H 1.50832 5.34296 -3.29193 0.0986 -0.0122 -0.2184
H 1.35299 5.46459 -0.82327 -0.2630 0.2338 -0.1504
H 0.30455 3.58110 0.37571 0.4610 -0.1181 0.2616
N -0.94898 -2.08927 -2.05924 -0.3575 -0.8140 -2.4105
C -0.15702 -1.91971 -3.17135 0.0179 -0.9280 0.3622
C -0.06230 -2.81625 -4.24812 -0.8828 0.4432 1.1990
C -0.90354 -3.92174 -4.21672 -0.3941 -0.1931 -0.6310
C -1.80266 -4.11043 -3.18483 0.5840 1.9613 0.4777
C -1.80449 -3.12506 -2.15504 0.0283 -1.1505 -1.1565
H 0.46263 -1.03748 -3.23535 0.0614 0.1849 0.5485
H 0.55037 -2.58335 -5.10649 0.0891 -0.0325 0.0684
H -1.01463 -4.55222 -5.08653 0.4049 -0.2480 -0.0912
H -2.59045 -4.84442 -3.26871 0.0965 -0.1210 0.2908
H -2.67382 -3.24431 -1.52538 0.3908 0.5227 0.9674